# 1
C27H47Cl2N4O6SiV as an isolated structure in a non-equilibrium geometry. Source: OMol25; level of theory: wB97M-V/def2-TZVPD.

Geometry (Å):
1 C 3.50956 -0.91238 -6.93889
2 C 4.29511 -2.18713 -7.01553
3 H 4.12656 -0.06472 -7.26422
4 H 3.13864 -0.75490 -5.91473
5 H 2.62874 -0.93554 -7.60113
6 C 5.34900 -2.37973 -7.82469
7 C 5.93595 -1.35434 -8.71777
8 H 5.75997 -3.38248 -7.92929
9 H 6.05678 -0.37602 -8.23420
10 H 5.32386 -1.21901 -9.61794
11 H 6.92029 -1.70022 -9.05321
12 V 0.28943 -0.39289 -0.79039
13 Cl 0.41641 -0.89408 -3.01054
14 C 0.63490 -3.25443 -0.69355
15 O 1.01902 -2.18638 -0.12470
16 N 0.96082 -4.44459 -0.19747
17 C 1.85976 -4.52371 0.95285
18 C 0.53251 -5.68215 -0.83468
19 H 0.05708 -3.22080 -1.62787
20 H 1.54782 -3.81316 1.73045
21 H 2.90490 -4.31959 0.66494
22 H 1.79441 -5.55095 1.31878
23 H -0.52623 -5.61854 -1.12375
24 H 0.67798 -6.49609 -0.12164
25 H 1.11771 -5.90481 -1.73986
26 H -0.76524 -1.22306 4.30147
27 H -2.84312 0.23153 4.10093
28 C -0.19416 -0.34817 3.96725
29 C -2.22462 1.02001 3.65357
30 N -1.02242 0.45532 3.07876
31 H 0.71432 -0.66417 3.45663
32 C -0.71802 0.64283 1.79754
33 O 0.28532 0.10849 1.25251
34 H -2.79888 1.53181 2.87696
35 H -1.38246 1.29613 1.21491
36 H 0.05348 0.26830 4.83900
37 H -1.96661 1.74526 4.43507
38 H 2.34839 4.04721 -1.66533
39 H 3.37809 1.31114 -2.95530
40 C 3.15828 3.71142 -0.99040
41 C 4.05944 1.69179 -2.17388
42 N 3.32928 2.25831 -1.03612
43 H 2.90539 4.01203 0.03816
44 C 2.50463 1.48054 -0.32538
45 O 2.26558 0.26818 -0.59726
46 H 4.69720 0.85779 -1.83809
47 H 2.00820 1.97939 0.52381
48 H 4.11637 4.14997 -1.28710
49 H 4.67208 2.50743 -2.57140
50 O 3.96022 -2.70632 -4.74648
51 C 3.84958 -3.27948 -6.04622
52 C 5.97064 -4.60189 -5.79155
53 C 4.62488 -4.58247 -6.17570
54 H 6.43142 -3.69231 -5.38330
55 C 6.73501 -5.75675 -6.00981
56 H 2.77741 -3.47254 -6.21851
57 C 4.03702 -5.70265 -6.78051
58 H 7.78146 -5.76289 -5.69759
59 C 6.16534 -6.87132 -6.64617
60 C 4.81240 -6.84231 -7.01607
61 H 2.99093 -5.63894 -7.08778
62 H 6.78674 -7.75074 -6.86258
63 H 4.37400 -7.71676 -7.50329
64 Si 4.16648 -3.14935 -3.15745
65 Cl -0.26733 1.78417 -1.26367
66 C 5.96559 -3.06312 -2.70624
67 C 3.34520 -4.80384 -2.89894
68 C 3.28086 -1.80506 -2.26868
69 H 6.55628 -3.83039 -3.22603
70 H 6.02784 -3.21295 -1.61566
71 H 6.36847 -2.06704 -2.95144
72 H 3.33656 -0.86363 -2.81326
73 H 3.51689 -1.64539 -1.21311
74 H 2.22924 -2.10181 -2.33599
75 H 3.82994 -5.57954 -3.51154
76 H 2.28053 -4.75915 -3.18488
77 H 3.41966 -5.10374 -1.84112
78 O -1.52847 -2.16019 1.42677
79 C -2.17745 -1.78701 0.45370
80 C -3.68481 -1.96410 0.31194
81 C -4.04443 -1.16256 -0.90545
82 C -2.69856 -0.75364 -1.52780
83 O -2.59097 -0.20536 -2.60531
84 N -1.66591 -1.11663 -0.65263
85 H -3.91014 -3.02361 0.17923
86 H -4.19495 -1.62573 1.21488
87 H -4.64277 -1.72575 -1.62515
88 H -4.59082 -0.25027 -0.64058

2S+1: 3
Kohn-Sham gap (alpha / beta): 8.263 / 8.711 eV

For each atom in turn, the Löwdin charge in e is: -0.03 -0.22 0.07 0.08 0.09 -0.11 -0.10 0.10 0.07 0.08 0.07 0.45 0.18 -0.28 -0.14 -0.15 -0.01 -0.03 0.13 0.10 0.10 0.08 0.10 0.09 0.07 0.10 0.10 -0.02 -0.04 -0.17 0.09 -0.27 -0.15 0.09 0.12 0.09 0.09 0.10 0.10 -0.04 -0.02 -0.16 0.09 -0.32 -0.18 0.10 0.13 0.08 0.09 -0.18 -0.28 -0.07 -0.21 0.12 -0.07 0.15 -0.03 0.10 -0.09 -0.09 0.12 0.10 0.10 0.38 0.11 -0.16 -0.14 -0.21 0.01 0.03 0.04 0.01 0.04 -0.07 0.04 0.04 0.03 0.02 -0.48 -0.10 -0.10 -0.50 0.02 0.01 0.12 0.11 0.12 0.12

---

# 2
C27H47IrN2S2Si3 as an isolated structure in a non-equilibrium geometry. Source: OMol25; level of theory: wB97M-V/def2-TZVPD.

Geometry (Å):
1 Ir 0.75600 0.42882 0.03135
2 C 5.27012 0.29036 1.37867
3 C 3.77956 0.48993 1.31269
4 S 3.07503 0.55207 -0.29943
5 C 2.98854 0.60943 2.38281
6 C 3.44429 0.54006 3.80976
7 S 1.24936 0.83641 2.18629
8 H 5.69395 0.24134 0.37615
9 H 5.52370 -0.64033 1.89200
10 H 5.76343 1.10795 1.90996
11 H 4.49626 0.81127 3.90317
12 H 3.31395 -0.46713 4.21724
13 H 2.86246 1.21914 4.43659
14 C -4.35923 -0.45136 -1.24981
15 Si -2.49017 -0.75989 -1.14926
16 C -2.14047 -0.60682 -3.03218
17 C -2.27831 -2.56263 -0.63562
18 C -1.55696 0.42416 -0.03998
19 Si -2.14529 0.15557 1.74800
20 C -1.82742 1.65632 2.86405
21 C -1.50600 -1.39727 2.59436
22 C -4.01620 -0.09097 1.95784
23 Si -1.98444 2.14973 -0.55477
24 C -3.61231 2.91603 0.01442
25 C -1.91776 2.46526 -2.41567
26 C -0.61242 3.28245 0.07450
27 C -0.77255 4.61143 0.45110
28 C 0.33339 5.37224 0.78939
29 C 1.58575 4.78451 0.72334
30 C 1.67739 3.45232 0.36397
31 N 0.60845 2.71525 0.05270
32 H -4.77492 -1.17136 -1.96242
33 H -4.56730 0.54224 -1.65379
34 H -4.90366 -0.55765 -0.31460
35 H -1.94981 -1.58618 -3.47833
36 H -1.34095 0.07663 -3.31583
37 H -3.04736 -0.22514 -3.50447
38 H -2.34843 -3.23048 -1.49928
39 H -3.07036 -2.84930 0.05998
40 H -1.32087 -2.74301 -0.14409
41 H -1.11137 2.37841 2.47899
42 H -1.44040 1.31398 3.82623
43 H -2.77007 2.17662 3.05268
44 H -0.44952 -1.58986 2.43010
45 H -2.07505 -2.27069 2.27134
46 H -1.66191 -1.28174 3.67090
47 H -4.62854 0.70986 1.54331
48 H -4.20119 -0.12137 3.03647
49 H -4.36095 -1.04261 1.54893
50 H -4.45458 2.27121 -0.23378
51 H -3.77772 3.87401 -0.48631
52 H -3.63493 3.08834 1.09199
53 H -2.67777 1.91054 -2.96747
54 H -0.93943 2.21339 -2.83378
55 H -2.08893 3.53049 -2.59170
56 H -1.76790 5.03560 0.48491
57 H 0.22245 6.40342 1.10105
58 H 2.48338 5.33429 0.97014
59 H 2.62887 2.93596 0.33212
60 C 2.74792 -3.20962 -3.39389
61 N 2.12017 -1.88525 -3.15531
62 C 3.11212 -0.91668 -2.61156
63 C 0.83775 -1.93812 -2.31375
64 C 1.01209 -2.46906 -0.93752
65 C 1.08850 -3.86277 -0.77950
66 C 1.32391 -4.43159 0.45116
67 C 1.50831 -3.57575 1.53464
68 C 1.37316 -2.20956 1.38234
69 C 1.04443 -1.59239 0.15605
70 H 3.60818 -3.07191 -4.04487
71 H 2.02416 -3.87293 -3.86039
72 H 3.05953 -3.61518 -2.43657
73 H 1.80783 -1.53337 -4.05931
74 H 3.42058 -1.24932 -1.62227
75 H 2.63715 0.05618 -2.50527
76 H 3.95659 -0.85786 -3.29458
77 H 0.14940 -2.54141 -2.90629
78 H 0.48940 -0.90841 -2.30785
79 H 0.92525 -4.50504 -1.63915
80 H 1.35736 -5.50653 0.57042
81 H 1.72654 -3.98312 2.51478
82 H 1.49674 -1.58158 2.25172

Kohn-Sham gap: 5.774 eV

For each atom in turn, the Löwdin charge in e is: 0.76 -0.12 -0.71 0.66 -0.72 -0.11 0.71 0.05 0.08 0.08 0.07 0.08 0.07 -0.18 0.40 -0.20 -0.16 -0.56 0.37 -0.21 -0.17 -0.19 0.42 -0.17 -0.17 -0.31 -0.06 -0.06 -0.05 -0.17 -0.11 0.04 0.02 0.00 0.02 0.00 0.02 0.03 0.03 0.01 -0.01 0.03 0.03 -0.03 0.03 0.04 0.02 0.04 0.02 0.02 0.03 0.03 0.02 0.03 0.04 0.10 0.11 0.11 0.05 0.00 -0.17 -0.11 -0.10 -0.30 -0.09 -0.09 -0.07 -0.15 -0.30 0.10 0.10 0.10 0.18 0.03 0.03 0.11 0.13 0.09 0.11 0.10 0.11 0.04

---

# 3
C27H48BFeN6O as an isolated structure. Source: OMol25; level of theory: wB97M-V/def2-TZVPD.

Geometry (Å):
1 Fe -0.05187 -0.39589 0.80222
2 C 2.09561 3.28833 -2.58089
3 C 2.27859 2.27094 -1.50232
4 C 3.29144 2.16986 -0.57441
5 C 2.97146 1.03268 0.19925
6 N 1.83134 0.51215 -0.21961
7 N 1.41442 1.25937 -1.27461
8 B 0.27573 0.73205 -2.19144
9 N 0.39096 -0.79251 -2.34201
10 N 0.28299 -1.65147 -1.28446
11 C 0.41800 -2.87055 -1.78040
12 C 0.62551 -2.81048 -3.17845
13 C 0.59923 -1.47451 -3.48985
14 C 0.75684 -0.82198 -4.82477
15 C 0.35052 -4.14421 -0.96797
16 C -0.80151 -5.00339 -1.50826
17 C 1.67040 -4.90619 -1.14427
18 C 0.12033 -3.87533 0.51182
19 N -1.13144 1.09930 -1.65772
20 N -1.65533 0.41142 -0.61031
21 C -2.90681 0.81859 -0.46320
22 C -3.21410 1.77552 -1.45281
23 C -2.05388 1.92799 -2.18416
24 C -1.79577 2.81873 -3.35664
25 C -3.82199 0.20728 0.57858
26 C -3.37997 0.59110 1.99480
27 C -3.78077 -1.31891 0.42632
28 C -5.24827 0.70701 0.35098
29 C 3.81827 0.41149 1.28864
30 C 5.23889 0.24393 0.72946
31 C 3.28565 -0.95558 1.70732
32 C 3.86476 1.33817 2.51022
33 H 2.99680 3.89579 -2.65993
34 H 1.25800 3.95489 -2.36352
35 H 1.90059 2.82629 -3.54883
36 H 4.14743 2.81994 -0.48407
37 H 0.40521 1.23560 -3.27313
38 H 0.77077 -3.62808 -3.86714
39 H 0.90669 -1.59227 -5.58110
40 H 1.61359 -0.14648 -4.84811
41 H -0.12526 -0.24026 -5.09801
42 H -0.67353 -5.22799 -2.57033
43 H -1.75403 -4.48310 -1.38435
44 H -0.85164 -5.94871 -0.96000
45 H 1.86089 -5.14606 -2.19363
46 H 1.63987 -5.84163 -0.57798
47 H 2.50672 -4.30824 -0.77518
48 H -0.80912 -3.33787 0.69643
49 H 0.89950 -3.25821 0.95814
50 H 0.08041 -4.82604 1.05443
51 H -4.14554 2.29328 -1.61253
52 H -2.73657 3.25651 -3.68814
53 H -1.35379 2.27351 -4.19049
54 H -1.11469 3.63405 -3.10553
55 H -2.34240 0.32823 2.21281
56 H -4.01744 0.08165 2.72541
57 H -3.47121 1.67069 2.14610
58 H -2.76962 -1.69119 0.60337
59 H -4.08452 -1.61985 -0.58074
60 H -4.45462 -1.78522 1.15088
61 H -5.30409 1.79443 0.44283
62 H -5.91248 0.27184 1.10162
63 H -5.62175 0.42526 -0.63782
64 H 5.22538 -0.37123 -0.17296
65 H 5.87257 -0.24673 1.47398
66 H 5.69159 1.20676 0.47757
67 H 3.40456 -1.68262 0.89851
68 H 2.22990 -0.93904 1.97956
69 H 3.84769 -1.31146 2.57657
70 H 4.10744 2.36547 2.22402
71 H 4.62624 0.98965 3.21361
72 H 2.90234 1.34172 3.02458
73 C -0.11799 -0.95429 2.60890
74 H -1.00990 -1.39196 3.07777
75 H 0.68697 -0.95689 3.35307
76 C 0.05815 4.03570 2.60720
77 C 0.49133 2.69211 2.05537
78 O -0.52716 2.09846 1.25834
79 H 0.83032 4.44427 3.26616
80 H -0.86505 3.92771 3.17877
81 H -0.11765 4.75770 1.80382
82 H 0.65323 1.96750 2.85497
83 H 1.41941 2.78770 1.48467
84 H -0.55019 2.51587 0.38843

Net charge: -1
2S+1: 5
Kohn-Sham gap (alpha / beta): 3.712 / 4.264 eV

For each atom in turn, the Löwdin charge in e is: 0.52 -0.03 -0.28 0.01 -0.26 0.10 0.03 -0.51 0.03 0.12 -0.25 0.01 -0.28 -0.04 -0.55 -0.05 -0.05 -0.07 0.03 0.08 -0.24 0.02 -0.28 -0.03 -0.54 -0.05 -0.04 -0.08 -0.54 -0.06 -0.06 -0.05 0.07 0.07 0.07 0.10 0.10 0.10 0.07 0.08 0.07 0.07 0.09 0.08 0.07 0.08 0.08 0.06 0.06 0.08 0.10 0.07 0.07 0.07 0.03 0.08 0.08 0.06 0.08 0.08 0.08 0.08 0.08 0.09 0.08 0.07 0.08 0.01 0.09 0.08 0.08 0.08 -0.31 -0.14 -0.15 -0.09 -0.31 -0.12 0.07 0.07 0.07 0.09 0.09 0.08

---

Number 1: E -105623.9210 eV. Number 2: E -79886.3057 eV. Number 3: E -74831.9640 eV.